C37H43MgNO2P | wB97M-V/def2-TZVPD

```
85
Properties=species:S:1:pos:R:3:lowdin_charge:R:1
O -0.74955 -0.21265 -2.76653 -0.0943
C 0.65035 -0.39735 -3.19021 -0.1319
C 0.44621 0.62426 -4.28704 -0.1013
H 0.76206 -1.40914 -3.58192 0.1041
H 1.49042 -0.14435 -2.53521 0.0667
C -1.00545 0.79378 -3.75719 -0.5487
H 0.50500 0.08590 -5.21114 0.0304
H 1.05145 1.53484 -4.35686 0.1129
C -2.16781 0.31061 -4.58678 -0.0198
H -2.01044 -0.71002 -4.96978 0.0809
H -2.33684 1.02344 -5.40260 0.0791
H -3.08129 0.19145 -3.96615 0.0977
C -1.09687 2.19877 -3.24657 -0.0186
H -0.06742 2.54046 -3.11359 0.0575
H -1.61374 2.29965 -2.28597 0.0744
H -1.60074 2.77138 -4.02581 0.0828
Mg 1.58419 -1.27969 0.40396 0.8765
C 1.15320 1.31928 1.26076 -0.1493
C 2.35435 0.59931 0.96732 -0.3149
C 2.57851 0.69606 -0.45796 -0.2590
H 3.03027 0.10946 1.68711 0.0779
C 1.62305 1.62304 -0.96139 -0.1657
C 0.74665 1.98087 0.08319 -0.1139
H -0.05858 2.71654 0.00640 0.0939
H 0.71301 1.46651 2.24734 0.0888
H 3.48196 0.33916 -0.96265 0.0795
H 1.65073 2.09196 -1.94566 0.0800
C -1.63228 -0.09588 1.66233 -0.2126
C -2.04741 0.95606 0.81064 -0.2036
C -2.34218 0.39502 -0.46092 -0.2021
H -2.12007 2.00178 1.08933 0.0665
C -2.04376 -0.98916 -0.40955 -0.2003
C -1.57471 -1.29057 0.90069 -0.2263
H -1.31469 -2.27197 1.27807 0.0390
H -1.31038 0.01312 2.69537 0.0441
H -2.73713 0.94592 -1.30779 0.0512
H -2.11566 -1.69765 -1.22657 0.0581
O 0.47816 -1.55837 -6.08922 -0.1794
C 0.04742 -0.56895 -7.08486 -0.1933
C 0.41860 -1.01521 -8.50316 -0.1628
H 0.54278 0.41104 -6.90127 0.1197
H -1.04084 -0.40394 -6.95728 0.1117
C 1.43678 -2.13093 -8.27647 -0.1561
H 0.83395 -0.17915 -9.06442 0.1056
H -0.50373 -1.33724 -8.98785 0.1052
C 1.35237 -2.49180 -6.75132 -0.1712
H 2.46836 -1.80530 -8.46972 0.1043
H 1.22691 -3.00690 -8.88708 0.0981
H 2.36808 -2.39695 -6.30644 0.1187
H 0.97386 -3.52008 -6.60771 0.1154
N 0.96540 -1.66388 2.26704 -0.3136
P 1.07208 -1.52853 3.82501 0.7043
C 2.66540 -0.87997 4.36965 -0.2713
C 3.67926 -1.79031 4.71800 -0.0862
C 4.94232 -1.34208 5.11436 -0.0951
C 5.24759 0.02711 5.07765 -0.1036
C 4.26727 0.93749 4.65609 -0.0838
C 2.99515 0.48652 4.28456 -0.1113
C -0.20985 -0.66128 4.78009 -0.2822
C -1.45981 -1.28532 4.99324 -0.0789
C -2.48248 -0.64592 5.70169 -0.0805
C -2.28203 0.63984 6.22808 -0.0939
C -1.03813 1.25753 6.04972 -0.0895
C -0.01176 0.60321 5.36010 -0.0804
C 0.98498 -3.13173 4.66106 -0.3271
C 0.72645 -4.25615 3.87515 -0.0838
C 0.62406 -5.52056 4.47055 -0.0909
C 0.77277 -5.66236 5.85875 -0.1057
C 1.03452 -4.53118 6.64548 -0.0966
C 1.14009 -3.26872 6.05236 -0.0901
H 3.48766 -2.86292 4.67913 0.1032
H 5.70638 -2.06720 5.41849 0.0974
H 6.25375 0.37539 5.33758 0.0945
H 4.50629 2.00543 4.58745 0.1037
H 2.28136 1.22572 3.91827 0.0892
H -1.63656 -2.29747 4.62057 0.1161
H -3.44955 -1.14414 5.84507 0.1027
H -3.08942 1.15748 6.76023 0.0972
H -0.86852 2.26278 6.45149 0.0986
H 0.95447 1.09407 5.31524 0.0742
H 0.59769 -4.13704 2.79697 0.0881
H 0.41880 -6.39924 3.85320 0.0956
H 0.67888 -6.64742 6.32655 0.0932
H 1.15195 -4.64175 7.72958 0.0964
H 1.33651 -2.39638 6.67723 0.1145
```

E_HOMO ... -2.3 eV
Charge ... -1
LUMO level ... 0.067 hartree
Total energy ... -2182.19364 hartree
Multiplicity ... 1



C37H43O2RuSi | wB97M-V/def2-TZVPD

```
84
Properties=species:S:1:pos:R:3:lowdin_charge:R:1
O 0.35642 -3.96968 1.26590 -0.0805
C -1.05082 -4.01092 1.58004 -0.1767
C -0.85978 -4.92986 2.77405 -0.0522
H -1.59014 -4.45187 0.75238 0.0778
H -1.45076 -3.01680 1.80169 0.0837
C 0.65953 -4.64603 2.50922 -0.5654
H -1.14148 -5.96092 2.53166 0.1062
H -1.25112 -4.56830 3.71687 0.1061
C 1.50620 -5.85251 2.18913 -0.0185
H 1.01485 -6.46804 1.41295 0.0759
H 1.67337 -6.45074 3.09429 0.0910
H 2.45698 -5.50603 1.76608 0.0922
C 1.27045 -3.71821 3.54718 -0.0152
H 0.55861 -2.94006 3.87210 0.0879
H 2.13717 -3.18437 3.13165 0.0589
H 1.61043 -4.30286 4.41942 0.0937
Ru 0.09432 0.93806 0.30544 1.1079
C -0.39261 1.71659 2.34106 -0.2005
C -1.50892 1.71865 1.41609 -0.2948
C -1.87048 0.33713 1.16904 -0.1894
H -2.06972 2.58337 1.09298 0.0862
C -1.05673 -0.48044 2.03918 -0.1082
C -0.18590 0.36711 2.76970 -0.1185
H 0.51724 0.03423 3.53172 0.1090
H 0.09449 2.59435 2.73848 0.1020
H -2.69828 -0.00150 0.55440 0.1012
H -1.10452 -1.55146 2.11657 0.0552
C 2.19493 1.02949 0.52389 -0.2991
C 2.55466 0.11493 1.58334 -0.1110
C 2.35313 -1.20865 1.14052 -0.1209
H 3.01670 0.42803 2.51621 0.1048
C 1.86105 -1.19557 -0.18799 -0.0969
C 1.79102 0.18222 -0.64850 -0.3104
H 1.80459 0.56037 -1.67228 0.0846
H 2.59477 2.04144 0.43432 0.0543
H 2.65630 -2.09758 1.68818 0.0741
H 1.72728 -2.07689 -0.81328 0.0994
O -1.34894 -4.68798 -1.05847 -0.2014
C -0.86897 -6.07806 -0.86301 -0.1622
C -1.60446 -7.01201 -1.83795 -0.1627
H -1.01263 -6.38323 0.19354 0.1047
H 0.21789 -6.08464 -1.09413 0.1266
C -2.39191 -6.09479 -2.79278 -0.1583
H -2.28265 -7.69297 -1.31272 0.1066
H -0.87238 -7.59890 -2.39531 0.1050
C -1.99698 -4.65279 -2.36354 -0.1687
H -3.47392 -6.26583 -2.68007 0.1054
H -2.11907 -6.29489 -3.83529 0.1050
H -2.89062 -3.99547 -2.36588 0.1201
H -1.24456 -4.24715 -3.06698 0.1170
C 1.13880 6.36664 2.55436 -0.0936
C -0.17994 5.97186 2.30879 -0.0792
C -0.44494 4.95878 1.38166 -0.1253
C 0.59741 4.36171 0.65880 -0.2698
C 1.91424 4.76189 0.90895 -0.0947
C 2.18325 5.76800 1.84298 -0.0820
Si 0.22797 3.05491 -0.66764 0.6745
C -1.49379 3.48358 -1.31243 -0.3287
C -2.34923 2.47277 -1.77017 -0.1201
C -3.63333 2.79968 -2.20604 -0.0897
C -4.06581 4.12536 -2.21569 -0.0903
C -3.18096 5.13741 -1.82845 -0.0776
C -1.88926 4.81825 -1.39730 -0.1061
C 1.41643 3.31229 -2.11543 -0.2593
C 0.84370 3.51830 -3.37888 -0.0868
C 1.65858 3.70576 -4.49629 -0.0798
C 3.04945 3.66994 -4.36559 -0.0939
C 3.62402 3.48975 -3.10403 -0.0753
C 2.81300 3.27526 -1.98816 -0.1154
H 1.34802 7.15707 3.27661 0.0997
H -1.00973 6.44575 2.83734 0.1036
H -1.48008 4.65556 1.21493 0.0948
H 2.74178 4.30203 0.36901 0.0732
H 3.21410 6.08078 2.01277 0.1015
H -2.01513 1.43170 -1.77957 0.0903
H -4.29977 2.00888 -2.54353 0.0996
H -5.07504 4.38319 -2.54209 0.1009
H -3.47927 6.18261 -1.85506 0.1002
H -1.18915 5.60902 -1.11904 0.1103
H -0.24432 3.50698 -3.48465 0.0980
H 1.19471 3.86229 -5.46947 0.1043
H 3.68031 3.80112 -5.24259 0.1022
H 4.70624 3.49071 -2.98561 0.1050
H 3.29370 3.06218 -1.02957 0.0789
```

E_HOMO (alpha / beta) ... -4.6 / -7.7 eV
Energy relative to the best compared isomer or geometry (same formula, charge and spin) ... 0.0 kJ/mol
LUMO level (alpha / beta) ... 0.025 / -0.099 hartree
Total energy ... -1970.20045 hartree
Multiplicity ... 6